No. 1
The following is a quantum chemistry calculation of one molecule with the formula BrCl2OPS2 at a distorted geometry, from OMol25.

The geometry in XYZ format:
```
7
BrCl2OPS2 (wB97M-V/def2-TZVPD)
O 0.547 -1.475 -1.192
P 0.167 -0.244 -0.529
Br 2.405 0.879 0.318
S -0.996 1.052 -1.705
Cl -1.850 2.057 -0.192
S -0.826 -0.480 1.339
Cl 0.551 -1.788 1.960
```

Computed properties:
SMILES string = O=P(Br)(SCl)SCl
Energy = -4707.394668 Ha
Largest force on an atom = 2.6 eV/A
Molecular weight = 261.9 g mol⁻¹

---

No. 2
The following is a quantum chemistry calculation of a 6-piece molecular cluster, C46H76N4O12S overall at a distorted geometry, from OMol25.

The geometry in XYZ format:
```
139
C46H76N4O12S (wB97M-V/def2-TZVPD)
C 6.645 -0.956 3.568
C 7.025 -0.075 2.358
C 7.555 1.311 2.785
C 6.889 2.412 1.942
C 5.456 2.714 2.399
C 4.702 3.497 1.323
C 3.184 3.353 1.380
C 2.528 3.986 0.141
C 1.093 3.485 -0.050
C 0.052 4.290 0.747
C -0.623 3.493 1.847
C -1.179 2.268 1.553
C -1.820 1.477 2.544
C -2.382 0.139 2.144
C -1.313 -0.693 1.381
C -1.343 -2.186 1.689
C -2.328 -3.051 0.863
S -3.513 -2.099 -0.151
C -5.013 -2.893 0.261
N -5.786 -3.642 -0.451
N -6.862 -3.970 0.372
C -6.646 -3.394 1.503
O -5.484 -2.689 1.522
C -1.878 1.964 3.826
C -1.323 3.217 4.166
N -1.398 3.637 5.466
C -0.859 4.795 5.705
C -0.263 5.599 4.702
C 0.311 6.938 5.106
C 1.008 7.602 3.946
O 0.875 8.762 3.683
N -0.177 5.232 3.454
C -0.705 4.001 3.178
H 5.569 -1.018 3.714
H 7.093 -0.554 4.472
H 7.027 -1.965 3.423
H 7.747 -0.560 1.706
H 6.125 0.098 1.768
H 7.314 1.515 3.827
H 8.627 1.377 2.618
H 6.852 2.050 0.912
H 7.476 3.329 1.907
H 5.555 3.327 3.296
H 4.959 1.778 2.651
H 4.944 4.559 1.377
H 5.033 3.134 0.350
H 2.916 2.294 1.384
H 2.768 3.779 2.296
H 3.117 3.633 -0.707
H 2.596 5.072 0.172
H 0.840 3.501 -1.110
H 1.082 2.433 0.226
H 0.518 5.156 1.206
H -0.727 4.650 0.078
H -1.104 1.891 0.543
H -2.776 -0.413 2.991
H -3.183 0.341 1.434
H -0.347 -0.329 1.732
H -1.343 -0.477 0.315
H -1.515 -2.381 2.744
H -0.349 -2.577 1.470
H -2.924 -3.663 1.533
H -1.801 -3.736 0.208
H -7.249 -3.386 2.391
H -2.343 1.382 4.610
H -0.881 5.171 6.720
H -0.459 7.613 5.467
H 1.086 6.790 5.861
H 1.674 6.996 3.317
C 10.882 -2.348 -1.348
C 9.715 -1.516 -0.861
O 10.154 -0.351 -0.145
C 10.472 0.810 -0.736
C 10.658 0.843 -2.236
O 10.666 1.780 -0.053
H 11.496 -1.801 -2.064
H 10.522 -3.259 -1.829
H 11.528 -2.624 -0.514
H 9.033 -1.246 -1.670
H 9.132 -2.089 -0.142
H 11.709 0.671 -2.463
H 10.378 1.833 -2.589
H 10.047 0.121 -2.772
C -4.572 10.679 3.095
C -3.494 11.743 3.090
O -3.134 12.144 4.412
C -2.212 11.494 5.154
C -1.730 10.133 4.708
O -1.850 11.986 6.186
H -4.231 9.764 3.580
H -4.876 10.437 2.076
H -5.445 11.031 3.646
H -2.613 11.434 2.525
H -3.871 12.645 2.610
H -2.354 9.372 5.178
H -0.705 10.010 5.038
H -1.732 9.989 3.631
C -7.976 -5.301 -2.618
C -6.633 -5.166 -3.302
O -6.027 -6.443 -3.533
C -6.290 -7.197 -4.617
C -7.465 -6.842 -5.496
O -5.623 -8.179 -4.814
H -8.690 -5.845 -3.239
H -8.391 -4.319 -2.393
H -7.868 -5.854 -1.685
H -6.699 -4.595 -4.230
H -5.948 -4.629 -2.654
H -8.339 -7.383 -5.152
H -7.233 -7.152 -6.512
H -7.690 -5.780 -5.529
C 5.224 -4.780 -0.716
C 5.623 -3.373 -0.322
O 6.677 -2.867 -1.148
C 6.467 -2.262 -2.330
C 5.107 -2.346 -2.979
O 7.395 -1.723 -2.874
H 4.824 -4.817 -1.729
H 4.468 -5.166 -0.032
H 6.091 -5.439 -0.686
H 4.774 -2.688 -0.317
H 6.029 -3.373 0.688
H 5.090 -3.206 -3.647
H 4.956 -1.442 -3.564
H 4.282 -2.418 -2.274
C -10.469 -11.188 -7.810
C -11.456 -10.231 -7.174
O -10.800 -9.119 -6.560
C -10.453 -8.004 -7.227
C -10.496 -7.997 -8.738
O -10.046 -7.063 -6.603
H -9.913 -10.713 -8.619
H -10.987 -12.058 -8.214
H -9.742 -11.524 -7.071
H -12.216 -9.891 -7.880
H -11.985 -10.732 -6.365
H -9.518 -8.288 -9.118
H -10.714 -6.983 -9.063
H -11.258 -8.645 -9.164
```

Computed properties:
SMILES string = CCCCCCCCCCc1cc(CCCCSc2nnco2)cc2ncc(CC=O)nc12.CCOC(C)=O.CCOC(C)=O.CCOC(C)=O.CCOC(C)=O.CCOC(C)=O
Energy = -3318.442691 Ha
Largest force on an atom = 1.2 eV/A
Molecular weight = 909.2 g mol⁻¹

---

No. 3
The following is a quantum chemistry calculation of C24H23Cl51FNO3 as an isolated structure at a distorted geometry, from OMol25.

The geometry in XYZ format:
```
103
C24H23Cl51FNO3 (wB97M-V/def2-TZVPD)
C 0.453 -5.594 0.978
C 0.354 -4.270 0.953
N 0.274 -2.843 0.466
C 1.231 -2.054 1.305
C 2.523 -1.697 0.658
C -1.137 -2.345 0.644
O -1.320 -1.201 1.172
O -2.162 -3.247 0.210
C -3.446 -2.578 0.073
C -4.145 -2.486 1.555
O -5.065 -1.640 1.741
F -3.640 -3.403 2.555
H 0.558 -6.736 0.798
H 0.993 -1.763 2.423
H 2.680 -0.706 0.086
H 3.404 -2.452 0.664
H -4.129 -3.312 -0.524
H -3.376 -1.551 -0.445
C 2.270 2.203 -1.548
Cl 3.140 0.742 -1.057
Cl 1.788 2.099 -3.247
Cl 0.862 2.442 -0.504
H 2.935 3.058 -1.433
C 5.863 4.165 -0.085
Cl 6.770 2.713 0.367
Cl 5.338 4.070 -1.773
Cl 4.473 4.388 0.989
H 6.520 5.027 0.022
C 3.837 1.109 2.928
Cl 4.390 -0.572 2.897
Cl 2.351 1.294 1.984
Cl 3.587 1.651 4.595
H 4.609 1.731 2.477
C -4.779 -1.712 5.664
Cl -3.489 -0.505 5.778
Cl -4.296 -3.220 6.454
Cl -6.276 -1.088 6.375
H -4.961 -1.921 4.609
C -0.069 2.944 -6.632
Cl 0.705 1.393 -6.274
Cl -1.708 2.991 -5.966
Cl 0.899 4.283 -5.995
H -0.135 3.053 -7.714
C -2.146 2.018 7.856
Cl -0.838 1.707 6.703
Cl -1.893 1.097 9.346
Cl -2.268 3.749 8.209
H -3.084 1.693 7.407
C 4.751 0.099 -5.130
Cl 3.172 -0.695 -5.031
Cl 4.588 1.720 -5.823
Cl 5.509 0.179 -3.531
H 5.392 -0.492 -5.784
C -2.600 -0.984 -7.634
Cl -1.525 0.211 -8.377
Cl -3.012 -2.256 -8.794
Cl -1.851 -1.679 -6.189
H -3.519 -0.480 -7.336
C -6.202 2.634 5.962
Cl -5.071 3.475 7.033
Cl -7.824 2.604 6.670
Cl -6.234 3.399 4.365
H -5.861 1.606 5.843
C -1.529 1.769 2.555
Cl -0.399 2.611 3.626
Cl -3.151 1.746 3.258
Cl -1.547 2.523 0.954
H -1.191 0.738 2.441
C 6.776 8.019 -2.051
Cl 7.689 6.571 -1.597
Cl 6.246 7.916 -3.736
Cl 5.389 8.241 -0.974
H 7.432 8.883 -1.949
C 1.584 -2.104 5.561
Cl 3.266 -1.750 5.981
Cl 0.558 -0.688 5.843
Cl 1.456 -2.629 3.870
H 1.235 -2.915 6.200
C -2.804 -6.050 -9.309
Cl -3.550 -4.855 -10.380
Cl -4.043 -7.041 -8.524
Cl -1.670 -7.069 -10.208
H -2.249 -5.519 -8.536
C -1.563 -3.694 10.560
Cl -2.663 -3.775 9.176
Cl -1.392 -5.287 11.314
Cl 0.018 -3.069 10.064
H -1.987 -3.011 11.296
C -6.439 -10.169 -9.405
Cl -5.565 -11.627 -8.912
Cl -6.921 -10.277 -11.104
Cl -7.854 -9.913 -8.372
H -5.772 -9.315 -9.291
C 5.700 4.253 -8.307
Cl 6.799 5.103 -7.211
Cl 4.044 4.293 -7.682
Cl 5.770 4.959 -9.929
H 6.017 3.212 -8.372
C 0.731 5.536 5.785
Cl 2.037 5.228 4.630
Cl 0.986 4.615 7.275
Cl 0.609 7.267 6.137
H -0.208 5.210 5.337
```

Computed properties:
Energy = -24777.954501 Ha
Largest force on an atom = 7.4 eV/A
Molecular weight = 2200.6 g mol⁻¹

---

No. 4
The following is a quantum chemistry calculation of a 2-piece molecular cluster, C2H7N2PS overall at a distorted geometry, from OMol25.

The geometry in XYZ format:
```
13
C2H7N2PS (wB97M-V/def2-TZVPD)
C 0.574 0.662 0.869
C 0.280 -0.869 -1.506
N 1.168 -0.661 0.624
N 0.888 -1.374 -0.368
P -2.423 1.357 0.166
S -3.395 1.099 1.829
H 0.642 1.218 -0.132
H -0.510 0.515 1.117
H 0.840 1.366 1.621
H -0.722 -0.330 -1.344
H 0.944 -0.181 -2.089
H 0.017 -1.664 -2.217
H 1.698 -1.138 1.429
```

Computed properties:
Energy = -929.298993 Ha
Largest force on an atom = 6.4 eV/A
Molecular weight = 122.1 g mol⁻¹
2S+1 = 3